# C24H19N4O11SSeTi

A structure of composition C24H19N4O11SSeTi (ωB97M-V with the def2-TZVPD basis set, the OMol25 dataset).

XYZ file:
```
61
Properties=species:S:1:pos:R:3:lowdin_spin:R:1
Ti -0.403 -0.757 0.069 0.91
O 4.932 -1.209 2.429 0.00
C 4.381 -2.357 2.848 0.00
C 5.226 -3.416 3.193 0.00
C 4.701 -4.616 3.631 0.00
C 3.323 -4.786 3.733 0.00
C 2.486 -3.737 3.390 0.00
C 2.988 -2.517 2.951 0.00
C 2.083 -1.395 2.532 0.00
O 2.593 -0.329 2.094 0.00
N 0.793 -1.631 2.724 0.00
N -0.016 -0.622 2.221 -0.01
C -0.875 -0.157 3.044 0.03
C -1.675 1.030 2.708 0.00
C -2.887 1.296 3.341 0.01
C -3.593 2.425 2.960 0.00
C -3.062 3.246 1.978 0.01
C -1.831 2.911 1.424 0.00
N -1.143 1.843 1.790 0.01
H 4.139 -0.623 2.201 0.00
H 6.293 -3.265 3.091 0.00
H 5.370 -5.432 3.886 0.00
H 2.907 -5.731 4.061 0.00
H 1.411 -3.848 3.433 0.00
H -0.936 -0.593 4.040 0.00
H -3.270 0.614 4.090 0.00
H -4.548 2.654 3.417 0.00
H -3.588 4.129 1.637 0.00
H -1.380 3.512 0.641 0.00
O 0.472 -2.506 -0.087 0.00
C 1.737 -2.762 -0.380 0.00
C 2.231 -4.051 -0.089 0.00
C 3.541 -4.393 -0.340 0.00
C 4.414 -3.471 -0.914 0.00
C 3.939 -2.212 -1.224 0.00
C 2.624 -1.830 -0.961 0.00
C 2.230 -0.423 -1.290 0.01
O 2.894 0.254 -2.070 0.02
O 1.180 0.026 -0.687 0.00
H -0.829 -3.395 -1.217 0.00
H 1.544 -4.750 0.371 0.00
H 3.894 -5.382 -0.069 0.00
H 5.449 -3.732 -1.102 0.00
H 4.584 -1.466 -1.673 0.00
O -2.251 -1.918 0.704 0.00
C -2.918 -0.901 0.427 0.00
O -2.351 0.163 0.053 0.00
H -4.014 -0.907 0.522 0.00
S -0.770 1.415 -4.200 0.00
C -2.299 1.835 -3.557 0.00
C -2.139 2.317 -2.297 0.00
N -0.852 2.366 -1.835 0.00
C -0.031 1.908 -2.734 0.00
H -3.220 1.661 -4.087 0.00
H -2.949 2.596 -1.637 0.00
H 1.031 1.782 -2.564 0.00
O -3.536 -1.981 -2.244 0.00
Se -2.016 -2.220 -2.692 0.00
O -1.784 -2.433 -4.257 0.00
O -0.990 -1.129 -2.042 0.01
O -1.457 -3.687 -1.915 0.00
```

Calculated values
Spin multiplicity ... 2
Total charge ... -2
Energy relative to the best compared isomer or geometry (same formula, charge and spin) ... 4.9 kJ/mol
Kohn-Sham gap (alpha / beta) ... 6.514 / 6.950 eV
Calculated total energy ... -152980.6901 eV
HOMO level (alpha / beta) ... -2.23 / -2.67 eV
<S²> ... 0.75

# C6H12N3O2

A cluster of 2 separate species, C6H12N3O2 in total (ωB97M-V with the def2-TZVPD basis set, the OMol25 dataset).

XYZ file:
```
23
Properties=species:S:1:pos:R:3:mulliken_charge:R:1
C -1.723 0.568 -0.276 -0.73
C -0.318 0.144 -0.195 1.00
C -2.743 -0.207 0.237 0.79
C 2.510 -0.282 0.068 0.73
C -4.115 0.244 0.138 -1.25
C 1.233 1.375 -0.960 -0.85
N 3.055 -1.512 -0.117 -0.46
N 2.573 0.240 1.296 -0.38
N 2.123 0.359 -1.026 -0.15
O -2.446 -1.457 0.698 -0.52
O 0.185 -0.938 0.123 -0.69
H -2.026 1.625 -0.624 0.19
H -4.290 1.338 0.051 0.36
H -4.595 -0.150 0.988 0.39
H -4.600 -0.099 -0.772 0.31
H 1.403 2.181 -0.229 0.26
H 0.887 1.691 -1.861 0.46
H 3.544 -1.889 0.632 0.21
H 2.674 -2.285 -0.659 0.25
H 2.901 -0.355 2.012 0.23
H 3.015 1.096 1.473 0.23
H 2.211 -0.184 -1.839 0.22
H -1.458 -1.503 0.840 0.39
```

Calculated values
Spin multiplicity ... 1
Total charge ... +1
Energy relative to the best compared isomer or geometry (same formula, charge and spin) ... 236.0 kJ/mol
Kohn-Sham gap ... 9.334 eV
Calculated total energy ... -14973.9809 eV
HOMO level ... -12.39 eV

# C22H42N2O8S3

A cluster of 7 separate species, C22H42N2O8S3 in total (ωB97M-V with the def2-TZVPD basis set, the OMol25 dataset).

XYZ file:
```
77
Properties=species:S:1:pos:R:3:mulliken_charge:R:1
C -2.437 -0.040 0.533 -1.01
C -0.999 0.267 1.032 0.69
O -0.795 0.223 2.249 -0.57
C 0.158 0.569 0.014 -0.88
H -2.937 -0.403 1.432 0.33
H -2.408 -0.994 0.006 0.30
H -2.957 0.769 0.020 0.30
H 1.036 0.091 0.449 0.29
H 0.226 1.656 0.050 0.27
H -0.161 0.234 -0.973 0.28
C -5.460 -3.971 -3.993 -0.99
C -5.485 -2.516 -4.504 0.81
O -4.701 -2.078 -5.372 -0.56
C -6.418 -1.573 -3.700 -1.06
H -4.510 -4.480 -4.153 0.30
H -6.270 -4.569 -4.409 0.28
H -5.738 -3.894 -2.942 0.30
H -7.462 -1.847 -3.851 0.31
H -6.359 -0.520 -3.977 0.31
H -6.194 -1.652 -2.636 0.29
C 4.676 -2.538 3.414 -0.70
C 4.365 -3.591 2.436 0.26
N 4.207 -4.434 1.722 -0.29
H 4.123 -1.635 3.158 0.23
H 5.727 -2.251 3.457 0.26
H 4.329 -2.858 4.397 0.25
C -5.282 4.931 3.829 -0.68
C -6.097 3.664 3.877 0.28
N -6.695 2.667 3.945 -0.36
H -4.211 4.767 3.712 0.26
H -5.504 5.534 4.710 0.25
H -5.598 5.455 2.927 0.25
C 3.980 -2.989 -6.848 -0.58
C 5.030 -3.320 -5.740 -0.43
C 4.259 -3.786 -4.495 -0.77
S 2.439 -3.945 -4.908 0.97
O 1.613 -3.434 -3.815 -0.61
O 2.247 -5.263 -5.490 -0.61
C 2.640 -2.596 -6.181 -0.70
H 3.827 -3.857 -7.490 0.31
H 4.298 -2.152 -7.469 0.35
H 5.548 -2.413 -5.425 0.24
H 5.790 -4.038 -6.049 0.28
H 4.140 -2.947 -3.810 0.32
H 4.657 -4.568 -3.847 0.49
H 2.639 -1.577 -5.795 0.35
H 1.793 -2.584 -6.867 0.40
C -3.704 0.430 10.585 -0.60
C -3.808 0.404 9.073 -0.65
C -3.486 -1.026 8.574 -0.59
S -4.171 -2.113 9.956 1.06
O -3.038 -2.921 10.432 -0.62
O -5.416 -2.738 9.492 -0.64
C -4.527 -0.697 11.068 -0.73
H -3.958 1.357 11.099 0.34
H -2.728 0.142 10.976 0.29
H -3.250 1.222 8.618 0.36
H -4.813 0.744 8.824 0.30
H -2.452 -1.288 8.349 0.36
H -3.983 -1.205 7.621 0.35
H -4.380 -1.088 12.075 0.41
H -5.591 -0.468 11.005 0.34
C 4.468 5.838 -5.192 -0.52
C 6.001 5.948 -5.096 -0.51
C 6.670 4.622 -4.637 -0.77
S 5.333 3.870 -3.634 1.02
O 5.083 4.647 -2.437 -0.62
O 5.588 2.424 -3.528 -0.64
C 4.143 4.343 -4.906 -0.68
H 4.136 6.116 -6.193 0.30
H 3.939 6.551 -4.560 0.30
H 6.280 6.586 -4.258 0.23
H 6.513 6.321 -5.983 0.39
H 7.593 4.620 -4.057 0.44
H 6.950 4.000 -5.488 0.31
H 3.109 4.120 -4.644 0.43
H 4.434 3.726 -5.757 0.32
```

Calculated values
SMILES string ... O=S1(=O)CCCC1.O=S1(=O)CCCC1.O=S1(=O)CCCC1.CC(C)=O.CC(C)=O.CC#N.CC#N
Spin multiplicity ... 1
Kohn-Sham gap ... 9.807 eV
Calculated total energy ... -75356.5293 eV
HOMO level ... -9.51 eV

# C18H16N2O7

The molecule C18H16N2O7 (ωB97M-V with the def2-TZVPD basis set, the OMol25 dataset).

XYZ file:
```
43
Properties=species:S:1:pos:R:3:mulliken_charge:R:1
C -4.114 -1.305 2.186 -0.69
H -4.994 -1.885 2.456 0.27
O -4.558 -0.352 1.246 -0.54
C -3.610 0.398 0.605 1.24
C -2.292 0.532 0.987 -0.50
C -1.399 1.304 0.228 0.52
C -1.877 1.965 -0.905 -0.62
C -3.201 1.864 -1.275 -0.97
C -4.078 1.079 -0.539 0.41
O -5.368 0.969 -0.911 -0.62
H -5.800 0.340 -0.314 0.36
H -3.579 2.372 -2.146 0.41
H -1.210 2.576 -1.491 0.42
C -0.013 1.343 0.625 -0.07
C 1.022 1.709 -0.149 -1.03
C 2.398 1.550 0.300 0.52
O 2.786 1.353 1.427 -0.60
O 3.233 1.574 -0.772 -0.35
C 4.603 1.332 -0.538 -0.35
C 5.016 0.010 0.100 0.38
O 6.145 -0.113 0.514 -0.63
N 4.137 -1.029 0.245 -0.16
C 2.817 -1.222 -0.145 0.43
C 2.370 -0.924 -1.436 0.01
C 1.043 -1.100 -1.764 -0.70
C 0.156 -1.595 -0.813 -0.26
C 0.604 -1.955 0.455 -0.49
C 1.928 -1.780 0.780 -0.60
H 2.285 -2.038 1.765 0.40
H -0.098 -2.358 1.168 0.50
N -1.233 -1.727 -1.133 1.17
O -1.603 -1.372 -2.231 -0.64
O -1.968 -2.180 -0.275 -0.63
H 0.675 -0.861 -2.750 0.52
H 3.063 -0.544 -2.169 0.40
H 4.483 -1.702 0.922 0.24
H 5.090 1.416 -1.513 0.31
H 5.015 2.105 0.124 0.34
H 0.903 2.032 -1.170 0.37
H 0.217 0.983 1.621 0.42
H -1.921 0.018 1.860 0.26
H -3.711 -0.823 3.082 0.32
H -3.361 -1.960 1.740 0.22
```

Calculated values
SMILES string ... COc1cc(/C=C/C(=O)OCC(=O)Nc2ccc([N+](=O)[O-])cc2)ccc1O
Spin multiplicity ... 1
Energy relative to the best compared isomer or geometry (same formula, charge and spin) ... 182.1 kJ/mol
Kohn-Sham gap ... 7.418 eV
Calculated total energy ... -36235.6658 eV
HOMO level ... -8.16 eV

# C39H37IrNS

A structure of composition C39H37IrNS (ωB97M-V with the def2-TZVPD basis set, the OMol25 dataset).

XYZ file:
```
79
Properties=species:S:1:pos:R:3:lowdin_spin:R:1
Ir -1.010 -0.165 0.141 1.43
C -3.558 2.692 0.167 0.00
C -3.261 1.219 0.204 0.04
C -2.995 0.589 1.444 0.08
C -3.019 1.393 2.717 0.01
C -2.767 -0.815 1.480 0.02
C -2.558 -1.517 2.795 0.01
C -2.829 -1.578 0.278 0.00
C -2.804 -3.085 0.392 0.00
C -3.090 -0.924 -0.969 0.04
C -3.114 -1.712 -2.251 0.00
C -3.368 0.461 -0.990 0.12
C -3.837 1.147 -2.241 0.02
H -3.276 3.141 -0.783 0.00
H -3.054 3.234 0.963 0.00
H -4.635 2.849 0.298 0.00
H -3.862 2.083 2.709 0.00
H -2.108 1.989 2.837 0.00
H -3.123 0.763 3.595 0.00
H -1.928 -0.938 3.467 0.00
H -2.099 -2.492 2.670 0.00
H -3.523 -1.664 3.287 0.00
H -1.852 -3.451 0.773 0.00
H -2.999 -3.574 -0.555 0.00
H -3.582 -3.402 1.086 0.00
H -4.141 -1.992 -2.500 0.00
H -2.522 -2.617 -2.183 0.00
H -2.713 -1.130 -3.077 0.00
H -3.158 1.945 -2.549 0.01
H -4.808 1.612 -2.051 0.01
H -3.957 0.467 -3.075 0.00
S 3.224 2.154 -1.655 0.94
C 1.974 2.955 -0.844 0.21
C 2.087 4.370 -0.756 0.04
C 1.130 5.121 -0.152 0.06
C 0.005 4.482 0.429 0.09
C -0.123 3.127 0.385 0.02
C 0.833 2.291 -0.255 0.12
N 0.641 0.959 -0.189 0.24
C 1.469 -0.136 -0.721 0.10
C 2.411 -2.168 0.117 0.08
C 3.290 -3.171 0.472 -0.01
C 2.861 -4.493 0.397 0.09
C 1.566 -4.808 -0.025 0.00
C 0.681 -3.810 -0.383 0.06
C 1.100 -2.474 -0.311 0.07
H 2.946 4.848 -1.213 0.00
H 1.227 6.198 -0.123 0.00
H -0.753 5.078 0.927 0.00
H -0.953 2.634 0.873 0.00
H 4.291 -2.936 0.824 0.00
H 3.541 -5.292 0.665 0.00
H 1.264 -5.847 -0.087 0.00
H -0.307 -4.057 -0.753 0.00
C 2.634 0.359 4.420 0.00
C 1.452 -0.074 3.835 0.01
C 1.425 -0.392 2.486 0.03
C 2.554 -0.258 1.684 0.01
C 3.735 0.161 2.289 0.00
C 3.778 0.467 3.645 0.00
C 2.610 -0.662 0.214 0.03
C 0.434 -1.272 -0.712 0.55
C 1.935 0.062 -2.164 0.12
C 3.083 -0.590 -2.652 0.11
C 3.456 -0.459 -3.980 -0.01
C 2.682 0.292 -4.851 0.09
C 1.499 0.880 -4.402 0.00
C 1.119 0.750 -3.083 0.10
H 2.666 0.594 5.477 0.00
H 0.560 -0.184 4.442 0.00
H 0.513 -0.816 2.080 0.02
H 4.634 0.266 1.688 0.00
H 4.709 0.792 4.090 0.00
H 3.579 -0.340 -0.163 0.01
H 3.688 -1.202 -1.991 0.00
H 4.357 -0.947 -4.332 0.00
H 2.983 0.403 -5.886 0.00
H 0.874 1.431 -5.093 0.00
H 0.187 1.190 -2.747 0.00
```

Calculated values
Spin multiplicity ... 6
Total charge ... +2
Kohn-Sham gap (alpha / beta) ... 6.832 / 5.157 eV
Calculated total energy ... -56189.3340 eV
HOMO level (alpha / beta) ... -12.64 / -13.81 eV
<S²> ... 8.81

# C19H10IN2OSSn

A structure of composition C19H10IN2OSSn (ωB97M-V with the def2-TZVPD basis set, the OMol25 dataset).

XYZ file:
```
35
Properties=species:S:1:pos:R:3:mulliken_charge:R:1
Sn -0.762 -0.609 1.572 1.19
I -2.243 -2.715 0.358 0.10
C -3.469 -1.155 -0.476 0.24
C -4.529 -1.578 -1.223 -0.65
C -5.368 -0.627 -1.827 -0.72
C -5.118 0.705 -1.666 -0.82
C -4.026 1.157 -0.893 0.81
C -3.772 2.537 -0.731 -0.81
C -2.719 2.992 0.007 -0.82
C -1.865 2.071 0.633 -0.75
C -2.092 0.730 0.493 1.15
C -3.159 0.207 -0.264 0.28
H -4.732 -2.631 -1.358 0.37
H -6.204 -0.967 -2.418 0.41
H -5.759 1.440 -2.134 0.41
H -4.439 3.238 -1.212 0.41
H -2.534 4.050 0.124 0.41
H -1.031 2.434 1.220 0.40
N 8.891 -0.339 -0.916 -0.43
C 7.770 -0.416 -0.685 -0.07
C 6.376 -0.510 -0.394 0.61
C 5.472 -0.812 -1.415 -0.55
C 4.124 -0.909 -1.133 -0.62
C 3.676 -0.708 0.173 0.27
C 4.582 -0.398 1.194 -0.47
C 5.928 -0.299 0.911 -0.62
C 2.306 -0.804 0.527 0.30
C 1.170 -0.930 0.930 -0.61
H 5.838 -0.971 -2.419 0.46
H 3.418 -1.142 -1.918 0.45
H 4.215 -0.242 2.198 0.45
H 6.637 -0.063 1.692 0.46
O -3.378 -0.927 3.246 -0.39
S -2.294 -0.948 4.209 0.50
N -0.912 -0.861 3.593 -0.35
```

Calculated values
Spin multiplicity ... 1
Total charge ... +1
Kohn-Sham gap ... 7.362 eV
Calculated total energy ... -49650.5721 eV
HOMO level ... -11.89 eV

# C4H7BrN

The ion C4H7BrN with charge +1 (ωB97M-V with the def2-TZVPD basis set, the OMol25 dataset).

XYZ file:
```
13
Properties=species:S:1:pos:R:3:mulliken_charge:R:1
C -0.058 1.122 -0.709 0.11
C 0.127 -0.952 0.994 -1.19
C -1.179 0.351 -0.890 -0.30
C 0.124 -0.547 -0.468 -0.14
N 0.679 2.299 0.142 -0.11
Br 2.266 1.986 0.796 0.17
H -0.847 -1.336 1.294 0.37
H 0.866 -1.734 1.166 0.35
H 0.372 -0.114 1.646 0.32
H -1.969 0.335 -0.142 0.28
H -1.543 0.181 -1.899 0.29
H 0.018 -1.398 -1.156 0.45
H 1.144 -0.193 -0.774 0.39
```

Calculated values
Spin multiplicity ... 1
Total charge ... +1
Energy relative to the best compared isomer or geometry (same formula, charge and spin) ... 559.9 kJ/mol
Kohn-Sham gap (alpha / beta) ... 8.524 / 8.440 eV
Calculated total energy ... -75780.0422 eV
HOMO level (alpha / beta) ... -14.63 / -14.57 eV

# C22H27BrN9OPTl

A structure of composition C22H27BrN9OPTl (ωB97M-V with the def2-TZVPD basis set, the OMol25 dataset).

XYZ file:
```
62
Properties=species:S:1:pos:R:3:mulliken_charge:R:1
Tl 0.957 0.955 -0.694 1.12
C -4.893 3.088 -1.408 -0.73
N -3.447 3.052 -1.566 0.17
C -2.705 3.954 -2.270 -0.16
C -1.405 3.547 -2.161 -0.88
N -1.340 2.416 -1.404 0.00
C -2.579 2.132 -1.055 -0.09
P -3.129 0.733 -0.044 -0.46
C -2.018 0.917 1.376 -0.12
N -0.697 0.984 1.375 0.20
C -0.314 1.155 2.673 -0.52
C -1.421 1.189 3.473 -0.53
N -2.497 1.037 2.646 0.22
C -3.890 1.033 3.071 -0.79
C -2.329 -0.642 -0.932 -0.19
N -1.044 -0.790 -1.211 0.21
C -0.932 -1.947 -1.922 -0.81
C -2.168 -2.509 -2.081 -0.48
N -3.048 -1.678 -1.447 0.23
C -4.489 -1.877 -1.374 -0.79
H -5.270 3.972 -1.915 0.31
H -5.351 2.206 -1.850 0.29
H -5.162 3.144 -0.355 0.29
H -3.158 4.790 -2.775 0.41
H -0.525 4.005 -2.580 0.46
H 0.727 1.242 2.936 0.35
H -1.536 1.307 4.536 0.41
H -3.915 1.060 4.156 0.31
H -4.414 1.904 2.684 0.30
H -4.391 0.130 2.728 0.31
H 0.021 -2.300 -2.282 0.59
H -2.494 -3.404 -2.581 0.45
H -4.720 -2.852 -1.794 0.31
H -4.825 -1.848 -0.341 0.32
H -5.013 -1.113 -1.945 0.30
O 7.053 1.787 1.573 -0.52
C 5.730 1.557 1.656 1.03
C 5.187 0.320 2.000 -0.53
C 3.812 0.200 2.039 -0.77
N 2.973 1.207 1.780 -0.11
C 3.521 2.365 1.475 0.06
Br 2.311 3.798 1.144 -0.11
C 4.875 2.618 1.380 -0.62
H 7.550 0.994 1.800 0.31
H 5.819 -0.529 2.223 0.34
H 3.350 -0.750 2.271 0.41
H 5.263 3.589 1.117 0.46
C 1.216 -5.279 -0.779 -1.26
C 1.827 -3.919 -0.751 0.45
C 2.826 -3.346 -1.501 -0.96
C 2.953 -2.024 -1.020 0.96
N 2.084 -1.797 -0.040 -0.19
N 1.417 -2.959 0.102 -0.04
C 3.903 -0.970 -1.483 -1.13
H 1.883 -5.978 -1.277 0.35
H 0.268 -5.277 -1.320 0.24
H 1.029 -5.651 0.229 0.35
H 3.401 -3.819 -2.279 0.43
H 0.709 -3.034 0.811 0.18
H 4.894 -1.392 -1.648 0.40
H 3.985 -0.175 -0.743 0.04
H 3.575 -0.527 -2.425 0.23
```

Calculated values
Spin multiplicity ... 1
Total charge ... +1
Energy relative to the best compared isomer or geometry (same formula, charge and spin) ... 0.0 kJ/mol
Kohn-Sham gap ... 9.238 eV
Calculated total energy ... -122731.7630 eV
HOMO level ... -11.02 eV

| no. | largest force on an atom (eV/A) |
| --- | --- |
| 1 | 1.3 |
| 2 | 5.0 |
| 3 | 4.8 |
| 4 | 1.4 |
| 5 | 0.9 |
| 6 | 1.5 |
| 7 | 8.0 |
| 8 | 0.2 |